The following is a quantum chemistry calculation of an isolated molecule of C5H12Cl2Si2 in a non-equilibrium geometry, from the Open Molecules 2025 dataset.

Computed properties:
HOMO energy: -0.35841 Eh
Relative energy (zero: lowest compared OMol25 entry of this formula, charge and spin): 13.6 kcal per mole
Charge: 0
HOMO-LUMO gap: 9.473 eV

Last column: Löwdin charge in e.
Positions of all 21 atoms, in Å:
1 C 2.0985 1.2769 1.0103  -0.1791
2 Si 1.0884 0.0321 -0.1138  0.5008
3 C 1.3944 0.6671 -1.8864  -0.2003
4 C 1.5996 -1.6697 0.4114  -0.2009
5 C -0.6386 -0.0729 0.5850  -0.1554
6 C -1.9539 -0.1736 -0.2237  -0.2868
7 Si -3.6653 -0.1631 0.4013  -0.2726
8 Cl -4.4505 1.4841 -0.4222  0.3075
9 Cl -4.9700 -1.6246 -0.3310  0.1946
10 H 2.9307 1.7864 0.4501  0.0396
11 H 1.5280 2.1241 1.3012  0.0006
12 H 2.5061 0.8056 1.8691  0.0015
13 H 2.4734 0.7301 -1.9905  0.0080
14 H 1.0849 -0.2602 -2.5375  0.0568
15 H 0.8626 1.6351 -2.2248  0.0623
16 H 1.2557 -1.7853 1.4498  0.0401
17 H 1.0885 -2.4606 -0.0696  0.0091
18 H 2.6829 -1.9558 0.2356  0.0612
19 H -0.8250 -0.4134 1.5999  0.0375
20 H -1.9969 0.2723 -1.2680  0.0431
21 H -4.0934 -0.2350 1.7539  -0.0676

Atoms 1-2, force components in eV/Å:
0.3 -0.1 -2.2
1.1 2.0 1.0

The following is a quantum chemistry calculation of a cluster of 8 separate species, C5H23NO9 in total in a non-equilibrium geometry, from the Open Molecules 2025 dataset.

Computed properties:
HOMO energy: -0.37623 Eh
Relative energy (zero: lowest compared OMol25 entry of this formula, charge and spin): 28.4 kcal per mole
Charge: 0
HOMO-LUMO gap: 10.620 eV

Last column: Löwdin charge in e.
Positions of all 38 atoms, in Å:
1 C 1.2754 1.1502 2.8211  -0.0422
2 N 0.6820 1.1202 1.4903  0.0666
3 C 0.3902 -0.0198 0.8508  -0.4772
4 O -0.0215 0.0375 -0.3256  -0.0558
5 C 0.4622 -1.3295 1.5835  -0.1091
6 C -0.4690 -1.5116 2.7788  -0.1389
7 C -1.5678 -2.5314 2.4304  -0.2601
8 O -2.7057 -2.1851 2.3102  0.0684
9 H 1.3685 2.1982 3.1099  0.0906
10 H 0.6948 0.5761 3.5181  0.0707
11 H 2.3620 1.0208 2.7273  0.0968
12 H 0.6779 1.9388 0.9004  0.1143
13 H 0.1980 -2.0704 0.8390  0.1049
14 H 1.5027 -1.5759 1.7480  0.1223
15 H 0.0539 -1.7851 3.6912  0.1175
16 H -1.0975 -0.6370 2.9604  0.1142
17 H -1.1605 -3.5536 2.3156  0.1335
18 O -2.3203 1.3668 -0.0291  -0.0469
19 H -1.7843 0.8770 -0.6702  0.0004
20 H -2.5839 0.6729 0.5857  0.0426
21 O 2.5858 -0.9112 -0.4693  -0.0580
22 H 2.0411 -0.5180 -1.1743  0.0004
23 H 3.3385 -0.3110 -0.5532  0.0516
24 O -1.3001 2.3686 -2.8601  -0.0434
25 H -1.0092 1.9289 -3.6706  0.0529
26 H -1.0036 1.7312 -2.1987  0.0030
27 O 2.2791 0.2059 -3.0280  -0.0669
28 H 1.3671 -0.0515 -3.2867  -0.0002
29 H 2.1842 1.0981 -2.6759  0.0471
30 O -1.5638 -2.1788 -1.0532  -0.0563
31 H -2.3583 -1.8103 -0.6700  0.0328
32 H -0.8789 -1.5203 -0.8141  -0.0127
33 O -0.1999 -0.8758 -3.7750  -0.0406
34 H 0.2202 -1.6356 -4.1952  0.0712
35 H -0.4566 -1.2017 -2.8990  0.0292
36 O -0.0699 3.3378 -0.5827  -0.0694
37 H -0.2013 3.4498 -1.5353  0.0227
38 H -0.9313 3.1348 -0.1949  0.0240

Atoms 1-2, force components in eV/Å:
1.1 1.8 -1.3
0.1 -0.9 0.3

The following is a quantum chemistry calculation of a structure of composition C6H12MnN2O3SbSe4Te in a non-equilibrium geometry, from the Open Molecules 2025 dataset.

Computed properties:
HOMO energy (alpha / beta): -0.31204 / -0.31203 Eh
Charge: 0
HOMO-LUMO gap (alpha / beta): 6.609 / 6.575 eV

Last column: Löwdin charge in e.
Positions of all 30 atoms, in Å:
1 Mn 0.1197 -1.2012 0.4923  0.0874
2 N -1.7765 1.3763 -0.8240  -0.0016
3 C -2.1673 0.5125 -1.9253  -0.1844
4 C -1.1104 -0.5225 -2.2793  -0.5059
5 O -0.9441 -0.9038 -3.4231  0.0709
6 N -0.4085 -1.0505 -1.2378  -0.0770
7 C 0.6166 -2.0528 -1.5184  -0.1113
8 C 1.4224 -2.6865 -0.2347  -0.7307
9 O 2.6215 -2.7984 -0.3205  0.0533
10 O 0.6346 -3.0169 0.7495  -0.0836
11 H -2.5762 1.8146 -0.3843  0.0295
12 H -1.1598 2.1121 -1.1450  0.0751
13 H -2.4116 1.0288 -2.8572  0.1174
14 H -3.0519 -0.0558 -1.6272  0.1288
15 H 1.3818 -1.7203 -2.2140  0.1257
16 H 0.1302 -2.9627 -1.8836  0.1463
17 Se -4.1528 -1.5525 4.4200  0.0371
18 Sb -2.9589 0.3197 3.2692  -0.0651
19 Se -4.2597 2.0726 2.3544  -0.0739
20 Se -2.8610 0.0657 5.7384  0.0336
21 Se -0.7216 -0.0557 2.1728  0.2208
22 C 3.3806 0.3850 -0.7737  -0.3541
23 Te 2.2436 0.0777 0.9977  1.4150
24 C 1.8544 2.1348 1.3470  -0.3985
25 H 4.3550 0.7356 -0.4459  0.0119
26 H 2.8989 1.1103 -1.4229  0.0216
27 H 3.4760 -0.5823 -1.2594  0.0013
28 H 2.5360 2.7055 0.7197  0.0122
29 H 2.0669 2.3263 2.3943  0.0081
30 H 0.8220 2.3844 1.1211  -0.0098

Atoms 1-2, force components in eV/Å:
-1.1 0.2 -1.0
0.1 0.1 -0.1

The following is a quantum chemistry calculation of an isolated molecule of H3S3, from the Open Molecules 2025 dataset.

Computed properties:
HOMO energy (alpha / beta): -0.32913 / -0.35025 Eh
Relative energy (zero: lowest compared OMol25 entry of this formula, charge and spin): 17.1 kcal per mole
⟨S²⟩: 0.764
Charge: 0
HOMO-LUMO gap (alpha / beta): 9.445 / 7.200 eV
Spin multiplicity: 2

Last column: Löwdin charge in e.
Positions of all 6 atoms, in Å:
1 S 2.1173 -0.7677 -0.5909  0.2641
2 H 1.6698 -1.7925 -1.3325  -0.2560
3 S -2.0009 0.4214 0.9072  0.2790
4 S -0.1721 0.0153 -0.0544  0.0997
5 H -1.5229 1.0822 1.9611  -0.2165
6 H -0.0911 1.0413 -0.8905  -0.1703

Atoms 1-2, force components in eV/Å:
0.3 -0.1 0.0
-0.1 0.0 0.0

Copy entry 2 word for word.
The following is a quantum chemistry calculation of a cluster of 8 separate species, C5H23NO9 in total in a non-equilibrium geometry, from the Open Molecules 2025 dataset.

Computed properties:
HOMO energy: -0.37623 Eh
Relative energy (zero: lowest compared OMol25 entry of this formula, charge and spin): 28.4 kcal per mole
Charge: 0
HOMO-LUMO gap: 10.620 eV

Last column: Löwdin charge in e.
Positions of all 38 atoms, in Å:
1 C 1.2754 1.1502 2.8211  -0.0422
2 N 0.6820 1.1202 1.4903  0.0666
3 C 0.3902 -0.0198 0.8508  -0.4772
4 O -0.0215 0.0375 -0.3256  -0.0558
5 C 0.4622 -1.3295 1.5835  -0.1091
6 C -0.4690 -1.5116 2.7788  -0.1389
7 C -1.5678 -2.5314 2.4304  -0.2601
8 O -2.7057 -2.1851 2.3102  0.0684
9 H 1.3685 2.1982 3.1099  0.0906
10 H 0.6948 0.5761 3.5181  0.0707
11 H 2.3620 1.0208 2.7273  0.0968
12 H 0.6779 1.9388 0.9004  0.1143
13 H 0.1980 -2.0704 0.8390  0.1049
14 H 1.5027 -1.5759 1.7480  0.1223
15 H 0.0539 -1.7851 3.6912  0.1175
16 H -1.0975 -0.6370 2.9604  0.1142
17 H -1.1605 -3.5536 2.3156  0.1335
18 O -2.3203 1.3668 -0.0291  -0.0469
19 H -1.7843 0.8770 -0.6702  0.0004
20 H -2.5839 0.6729 0.5857  0.0426
21 O 2.5858 -0.9112 -0.4693  -0.0580
22 H 2.0411 -0.5180 -1.1743  0.0004
23 H 3.3385 -0.3110 -0.5532  0.0516
24 O -1.3001 2.3686 -2.8601  -0.0434
25 H -1.0092 1.9289 -3.6706  0.0529
26 H -1.0036 1.7312 -2.1987  0.0030
27 O 2.2791 0.2059 -3.0280  -0.0669
28 H 1.3671 -0.0515 -3.2867  -0.0002
29 H 2.1842 1.0981 -2.6759  0.0471
30 O -1.5638 -2.1788 -1.0532  -0.0563
31 H -2.3583 -1.8103 -0.6700  0.0328
32 H -0.8789 -1.5203 -0.8141  -0.0127
33 O -0.1999 -0.8758 -3.7750  -0.0406
34 H 0.2202 -1.6356 -4.1952  0.0712
35 H -0.4566 -1.2017 -2.8990  0.0292
36 O -0.0699 3.3378 -0.5827  -0.0694
37 H -0.2013 3.4498 -1.5353  0.0227
38 H -0.9313 3.1348 -0.1949  0.0240

Atoms 1-2, force components in eV/Å:
1.1 1.8 -1.3
0.1 -0.9 0.3